[1]
{"formula": "C26H36FO25P", "method": "ωB97M-V with the def2-TZVPD basis set", "orbital_gap_ha": 0.367, "species": ["O", "C", "O", "C", "C", "O", "H", "H", "H", "H", "O", "C", "O", "C", "C", "O", "H", "H", "H", "H", "O", "C", "O", "C", "C", "O", "H", "H", "H", "H", "O", "C", "O", "C", "C", "O", "H", "H", "H", "H", "O", "C", "O", "C", "C", "O", "H", "H", "H", "H", "O", "C", "O", "C", "C", "O", "H", "H", "H", "H", "O", "C", "O", "C", "C", "O", "H", "H", "H", "H", "O", "C", "O", "C", "C", "O", "H", "H", "H", "H", "O", "C", "F", "C", "P", "H", "H", "H", "H"], "coordinates": [[-0.87121, -6.80210, 4.41454], [-1.21319, -6.81819, 5.55586], [-0.75921, -5.97105, 6.50348], [-1.56907, -6.11864, 7.67686], [-2.12185, -7.52528, 7.50242], [-2.11421, -7.67370, 6.07739], [-0.94898, -5.98646, 8.55815], [-2.35131, -5.35912, 7.65499], [-1.46800, -8.28417, 7.93397], [-3.13491, -7.65789, 7.86933], [0.77925, 4.12681, -0.08328], [0.07756, 3.20635, 0.22551], [0.11312, 2.59127, 1.41602], [-1.02276, 1.70976, 1.50552], [-1.33638, 1.44395, 0.04284], [-0.84233, 2.64606, -0.58128], [-0.75903, 0.82502, 2.07408], [-1.82923, 2.24493, 2.00760], [-0.79152, 0.58708, -0.35321], [-2.39808, 1.33535, -0.15244], [-3.54617, -4.29510, -0.98733], [-2.38202, -4.53115, -1.05465], [-1.60804, -4.33893, -2.13810], [-0.23393, -4.49264, -1.75744], [-0.34043, -5.36041, -0.51574], [-1.64706, -5.01429, -0.02261], [0.31989, -4.94943, -2.57100], [0.17843, -3.50678, -1.53982], [-0.33143, -6.42470, -0.75781], [0.41353, -5.15084, 0.23701], [5.71973, 2.38327, -3.72069], [4.78003, 3.02358, -3.36788], [4.79578, 4.36158, -3.16863], [3.44418, 4.81412, -3.00014], [2.74335, 3.55388, -2.52379], [3.55247, 2.52544, -3.11907], [3.41773, 5.63118, -2.28547], [3.07548, 5.15841, -3.96663], [2.76981, 3.44617, -1.44074], [1.71882, 3.45592, -2.86878], [-4.75233, 1.28508, -1.64892], [-4.57089, 2.45046, -1.47400], [-4.26655, 3.00183, -0.28034], [-3.79953, 4.34370, -0.51347], [-4.48250, 4.68825, -1.82475], [-4.61633, 3.39282, -2.43476], [-4.07525, 4.97680, 0.32387], [-2.71893, 4.31600, -0.61119], [-5.47513, 5.11845, -1.68662], [-3.88715, 5.32396, -2.47281], [-1.42902, 6.05635, -0.15693], [-0.45047, 6.30267, 0.47610], [0.57833, 7.05547, 0.04550], [1.49620, 7.24173, 1.12840], [1.15946, 6.06800, 2.03692], [-0.21753, 5.84047, 1.72079], [2.51027, 7.23094, 0.73994], [1.28866, 8.20399, 1.59898], [1.71964, 5.16827, 1.78242], [1.25098, 6.28513, 3.09725], [1.47413, 7.28011, -7.01406], [2.48664, 6.69003, -7.20186], [3.07302, 6.50971, -8.40704], [4.37689, 5.95264, -8.21167], [4.24297, 5.29456, -6.84731], [3.22702, 6.09701, -6.23351], [4.59559, 5.26204, -9.02053], [5.10536, 6.76459, -8.20933], [3.88249, 4.26702, -6.91521], [5.14280, 5.32861, -6.23963], [2.82740, -6.38963, -0.54278], [2.52345, -7.17843, 0.29666], [2.20641, -6.86108, 1.56687], [1.66249, -8.02534, 2.21024], [2.25378, -9.14837, 1.37356], [2.43201, -8.51121, 0.10264], [1.96795, -8.02888, 3.25109], [0.57826, -7.97833, 2.15591], [3.23025, -9.47282, 1.73608], [1.59933, -10.00641, 1.25297], [-3.78721, -0.88848, 3.42059], [-3.12620, -1.62356, 2.78159], [-1.85212, -1.23936, 2.41166], [-3.38123, -2.99909, 2.29248], [-2.71812, -4.31177, 3.42830], [-2.92168, -3.16853, 1.31952], [-4.45790, -3.15322, 2.21933], [-2.84439, -3.55412, 4.61289], [-1.34014, -4.06729, 3.28516]], "atomic_forces_ev_per_a": [[0.1, -0.1, 0.2], [0.0, 0.0, -0.2], [0.0, 0.1, 0.0], [-0.1, -0.1, 0.0], [0.1, 0.1, 0.0], [0.0, -0.1, 0.0], [0.0, 0.0, 0.0], [0.0, 0.0, 0.0], [0.0, 0.0, 0.0], [0.0, 0.0, 0.0], [0.1, -0.5, -0.2], [0.0, -0.1, -0.1], [0.0, 0.1, 0.0], [-0.1, 0.0, 0.0], [0.0, 0.0, 0.3], [0.1, 0.0, -0.1], [0.1, 0.1, 0.0], [0.0, 0.0, 0.0], [0.1, 0.0, 0.0], [0.0, 0.1, -0.1], [0.1, 0.0, 0.0], [-0.1, 0.1, 0.1], [0.0, 0.0, -0.1], [0.1, 0.0, 0.1], [0.0, 0.0, -0.1], [0.2, 0.0, 0.0], [0.0, 0.0, 0.0], [0.0, 0.0, 0.0], [0.0, 0.0, 0.0], [-0.1, 0.1, 0.0], [-0.1, 0.1, 0.0], [0.1, 0.0, 0.0], [0.1, 0.1, 0.0], [-0.2, 0.0, 0.0], [0.0, 0.1, 0.0], [0.0, -0.1, 0.0], [0.1, 0.0, 0.0], [-0.1, 0.0, 0.0], [0.0, 0.0, 0.0], [0.0, 0.0, 0.0], [0.0, 0.1, 0.0], [0.0, -0.2, 0.0], [0.0, 0.0, 0.1], [0.0, 0.0, -0.1], [0.1, 0.0, 0.1], [-0.1, 0.1, -0.1], [-0.1, 0.0, 0.0], [-0.1, 0.1, 0.0], [0.0, 0.0, 0.0], [0.0, 0.0, 0.0], [-0.1, 0.3, 0.1], [0.2, -0.2, -0.1], [-0.1, 0.2, 0.0], [0.0, -0.1, 0.1], [0.1, 0.0, 0.1], [-0.1, 0.2, 0.2], [0.0, 0.0, 0.0], [0.0, 0.0, 0.0], [0.0, 0.1, 0.0], [-0.1, 0.1, 0.0], [0.1, -0.1, 0.0], [0.0, 0.0, 0.0], [0.0, 0.0, -0.1], [0.0, 0.0, 0.1], [0.0, 0.0, -0.1], [0.0, 0.0, 0.1], [0.0, 0.0, 0.0], [0.0, 0.0, 0.0], [0.0, 0.0, 0.0], [0.0, 0.0, 0.0], [-0.1, 0.0, 0.0], [0.0, 0.1, -0.1], [-0.1, 0.0, 0.1], [0.1, 0.0, 0.0], [0.0, 0.0, 0.1], [0.0, 0.0, -0.1], [0.1, 0.0, 0.0], [-0.1, 0.0, 0.0], [0.0, 0.0, 0.0], [0.0, 0.0, 0.0], [-0.1, 0.1, 0.1], [0.4, -0.3, -0.3], [-0.1, 0.1, 0.1], [-0.3, 0.1, -0.1], [-0.1, -0.3, 0.0], [-0.1, 0.1, 0.0], [0.1, 0.0, -0.1], [0.1, 0.0, 0.1], [0.1, 0.2, 0.0]], "lowdin_charge": [0.108, -0.601, 0.052, -0.106, -0.106, 0.060, 0.132, 0.132, 0.132, 0.133, 0.127, -0.552, 0.076, -0.083, -0.080, 0.068, 0.115, 0.141, 0.137, 0.117, 0.159, -0.583, 0.068, -0.097, -0.106, 0.029, 0.135, 0.135, 0.136, 0.124, 0.153, -0.585, 0.050, -0.096, -0.104, 0.062, 0.132, 0.115, 0.117, 0.135, 0.153, -0.591, 0.040, -0.112, -0.091, 0.066, 0.135, 0.091, 0.131, 0.135, 0.149, -0.595, 0.065, -0.100, -0.112, 0.050, 0.130, 0.130, 0.119, 0.132, 0.171, -0.570, 0.060, -0.109, -0.111, 0.034, 0.132, 0.132, 0.136, 0.134, 0.153, -0.595, 0.053, -0.103, -0.105, 0.060, 0.132, 0.126, 0.132, 0.132, 0.155, -0.542, 0.033, -0.383, 0.868, 0.054, 0.091, -0.092, -0.083]}



[2]
{"formula": "C26H37AsBr2FeN2O5Si3", "method": "ωB97M-V with the def2-TZVPD basis set", "charge": 1, "orbital_gap_ha": [0.238, 0.198], "spin_multiplicity": 2, "species": ["Fe", "O", "C", "O", "C", "C", "C", "C", "C", "N", "C", "O", "O", "H", "H", "H", "H", "C", "C", "C", "C", "C", "C", "Br", "C", "C", "Br", "C", "O", "C", "N", "H", "H", "H", "H", "H", "H", "C", "Si", "C", "C", "As", "Si", "C", "C", "C", "Si", "C", "C", "C", "H", "H", "H", "H", "H", "H", "H", "H", "H", "H", "H", "H", "H", "H", "H", "H", "H", "H", "H", "H", "H", "H", "H", "H", "H", "H", "H"], "coordinates": [[-1.14222, -0.10065, 1.26034], [-3.21311, 2.01282, 4.18870], [-2.44761, 1.29112, 3.39599], [-2.87938, 0.57506, 2.50447], [-0.98956, 1.40530, 3.64530], [-0.36282, 2.26021, 4.52771], [1.03084, 2.30406, 4.50726], [1.73062, 1.52546, 3.59914], [1.00940, 0.69540, 2.75258], [-0.30558, 0.62291, 2.81580], [1.59930, -0.14921, 1.63299], [2.80420, -0.25745, 1.52917], [0.70324, -0.71908, 0.88126], [-4.13930, 1.88843, 3.92347], [-0.94276, 2.88807, 5.18806], [1.55600, 2.97236, 5.17557], [2.80731, 1.55760, 3.51182], [-3.13406, -2.53740, 0.05990], [-3.33890, -1.18784, -0.55096], [-4.44316, -0.93964, -1.39282], [-4.64763, 0.30929, -1.90311], [-3.75883, 1.35790, -1.57154], [-3.87756, 2.70559, -1.99308], [-5.28096, 3.21332, -3.15366], [-2.99227, 3.64848, -1.55312], [-1.93936, 3.31353, -0.68476], [-0.77722, 4.66105, -0.07321], [-1.73764, 2.01369, -0.26453], [-0.76034, 1.60860, 0.50130], [-2.68391, 1.03210, -0.72852], [-2.48193, -0.23813, -0.24732], [-3.35120, -3.33732, -0.64583], [-3.80283, -2.66493, 0.91505], [-2.10293, -2.64949, 0.40564], [-5.12789, -1.74670, -1.61534], [-5.49466, 0.51256, -2.54406], [-3.09797, 4.67705, -1.86965], [4.15574, -2.15826, -0.61853], [3.39543, -3.43777, 0.49611], [3.75959, -3.17415, 2.30492], [3.83344, -5.17970, -0.03822], [1.00572, -3.34923, 0.18348], [-0.08938, -4.62355, 1.86992], [1.04650, -6.01689, 2.37463], [-1.73297, -5.33551, 1.32028], [-0.32127, -3.36994, 3.24009], [0.48415, -3.14435, -2.14329], [-1.21429, -3.82873, -2.53322], [1.78240, -4.12085, -3.06464], [0.59430, -1.30653, -2.41144], [5.24269, -2.20845, -0.50790], [3.82611, -1.15992, -0.33642], [3.92506, -2.33527, -1.66890], [4.84525, -3.21539, 2.43327], [3.32718, -3.95037, 2.93680], [3.42347, -2.19714, 2.64587], [4.86236, -5.38446, 0.27208], [3.78339, -5.29819, -1.12075], [3.19822, -5.94026, 0.41521], [1.08349, -6.79140, 1.60722], [0.62815, -6.46421, 3.28122], [2.06539, -5.70629, 2.59658], [-1.86840, -5.38860, 0.24110], [-2.56194, -4.76378, 1.73797], [-1.80268, -6.35525, 1.70550], [0.60771, -2.86410, 3.50822], [-0.70371, -3.87823, 4.12992], [-1.05432, -2.60365, 2.96914], [-1.62576, -4.47787, -1.76230], [-1.14595, -4.41781, -3.45024], [-1.92005, -3.01432, -2.70566], [1.71427, -5.18776, -2.84666], [2.80022, -3.79214, -2.86383], [1.59448, -3.98592, -4.13396], [-0.07767, -0.76897, -1.73950], [0.31243, -1.07518, -3.44258], [1.60174, -0.92714, -2.23603]], "atomic_forces_ev_per_a": [[-0.5, 0.5, 0.2], [0.0, -0.1, -0.1], [0.0, 0.0, 0.1], [0.3, 0.0, -0.2], [-0.1, 0.0, 0.1], [0.0, 0.0, 0.0], [0.0, 0.0, 0.0], [0.0, 0.0, 0.0], [0.2, -0.1, -0.1], [0.4, 0.1, 0.1], [-0.2, -0.2, 0.0], [0.0, 0.0, 0.0], [-0.1, -0.1, 0.1], [0.0, 0.0, 0.0], [0.0, 0.0, 0.0], [0.0, 0.0, 0.0], [0.0, 0.0, 0.0], [0.0, 0.0, 0.1], [0.0, -0.1, -0.1], [0.0, 0.1, 0.0], [0.0, 0.0, 0.0], [0.0, 0.0, 0.0], [0.0, -0.1, 0.0], [0.0, 0.0, 0.0], [0.0, 0.1, 0.0], [-0.1, -0.1, -0.1], [0.0, 0.0, 0.0], [0.1, -0.5, -0.2], [-0.5, 0.1, 0.2], [0.2, 0.2, 0.1], [0.1, 0.0, -0.2], [0.0, 0.0, 0.0], [0.0, 0.0, 0.0], [0.0, 0.0, 0.0], [0.0, 0.0, 0.0], [0.0, 0.0, 0.0], [0.0, 0.0, 0.0], [0.0, -0.1, 0.0], [-0.1, 0.1, 0.0], [0.0, -0.1, -0.1], [0.0, 0.1, 0.0], [0.3, -0.2, -0.1], [0.0, 0.1, 0.0], [0.0, 0.1, 0.0], [0.0, 0.0, 0.0], [-0.1, 0.0, 0.0], [0.0, 0.1, 0.0], [0.0, 0.0, 0.0], [-0.1, 0.0, 0.0], [0.0, -0.1, -0.1], [0.0, 0.0, 0.0], [0.0, 0.0, 0.0], [0.0, 0.0, 0.0], [0.0, 0.0, 0.0], [0.0, 0.0, 0.0], [0.0, 0.0, 0.0], [0.0, 0.0, 0.0], [0.0, 0.0, 0.0], [0.0, 0.0, 0.0], [0.0, 0.0, 0.0], [0.0, 0.0, 0.0], [0.0, 0.0, 0.0], [0.1, 0.0, 0.0], [0.0, 0.0, 0.0], [0.0, 0.0, 0.0], [0.0, 0.0, 0.0], [0.0, 0.0, 0.0], [0.0, 0.0, -0.1], [0.1, 0.0, 0.0], [0.0, 0.0, 0.0], [0.0, 0.0, 0.0], [0.0, 0.0, 0.0], [0.0, 0.0, 0.0], [0.0, 0.0, 0.0], [0.0, 0.0, 0.0], [0.0, 0.0, 0.0], [0.0, 0.0, 0.0]], "lowdin_spin": [0.002, 0.000, 0.000, 0.000, 0.000, 0.000, 0.000, 0.001, 0.003, 0.000, 0.010, 0.008, 0.113, 0.000, 0.000, 0.000, 0.000, 0.002, 0.000, 0.000, 0.000, 0.000, 0.000, 0.000, 0.000, 0.000, 0.000, 0.000, 0.001, 0.000, 0.000, 0.000, 0.000, 0.004, 0.000, 0.000, 0.000, -0.001, 0.042, 0.000, 0.028, 0.587, 0.066, 0.021, 0.003, 0.009, 0.055, 0.001, 0.021, 0.007, 0.000, 0.000, 0.000, 0.000, 0.000, 0.000, 0.004, 0.000, 0.002, 0.000, 0.003, 0.000, 0.001, 0.000, 0.000, 0.000, 0.001, 0.000, 0.001, 0.000, 0.000, 0.001, 0.000, 0.003, 0.000, 0.001, 0.000]}



[3]
{"formula": "C26H37BrMnN7O2S2", "method": "ωB97M-V with the def2-TZVPD basis set", "charge": -1, "orbital_gap_ha": [0.175, 0.177], "relative_energy_kcal_mol": 40.30, "spin_multiplicity": 6, "species": ["Mn", "Br", "C", "C", "C", "C", "C", "N", "C", "O", "O", "H", "H", "H", "C", "N", "C", "C", "N", "C", "C", "C", "C", "C", "C", "N", "C", "N", "C", "C", "N", "C", "C", "N", "C", "C", "H", "H", "H", "H", "H", "H", "H", "H", "H", "H", "H", "H", "H", "H", "H", "H", "H", "H", "H", "H", "H", "H", "H", "H", "H", "H", "H", "H", "C", "C", "S", "C", "C", "S", "H", "H", "H", "H", "H", "H"], "coordinates": [[0.09124, -0.84989, -0.79418], [-2.11656, -3.96679, -0.63348], [-0.51386, -3.83719, -1.66918], [-0.34436, -4.67069, -2.74868], [0.89964, -4.68799, -3.37738], [1.91614, -3.91679, -2.82328], [1.63594, -3.08519, -1.75988], [0.40234, -2.99119, -1.19138], [2.70114, -2.17309, -1.15508], [3.84554, -2.61419, -1.04748], [2.27754, -1.03369, -0.80358], [-1.15416, -5.30199, -3.07738], [1.07344, -5.30069, -4.25058], [2.92174, -3.92379, -3.21408], [0.10114, 4.11281, 1.94202], [-0.58146, 3.71441, 0.74402], [-1.45186, 4.68561, 0.13732], [-0.08436, 2.63761, -0.02698], [-0.33726, 1.40611, 0.25862], [-1.21576, 1.03151, 1.28292], [-2.35626, 1.73821, 1.65742], [-3.12096, 1.34481, 2.74122], [-2.76306, 0.22831, 3.47882], [-1.68106, -0.52789, 3.07902], [-0.92906, -0.17839, 1.95702], [0.00154, -1.10289, 1.48722], [0.97134, -1.49939, 2.25572], [1.41674, -2.79359, 2.30432], [0.55714, -3.85309, 1.83572], [2.83164, -3.06649, 2.17182], [1.63294, -0.66459, 3.14702], [1.90084, -1.09229, 4.49552], [1.69644, 0.75311, 2.92512], [0.65444, 2.97091, -1.11918], [1.12144, 1.98291, -2.05358], [1.31984, 4.23681, -1.28388], [-0.62586, 4.38971, 2.71142], [0.76364, 4.97981, 1.78032], [0.70204, 3.28431, 2.30852], [-2.29806, 4.87821, 0.80692], [-1.83366, 4.29101, -0.80258], [-0.97056, 5.65581, -0.05698], [-2.66086, 2.59941, 1.08742], [-3.99796, 1.91881, 3.00952], [-3.33606, -0.06699, 4.34792], [-1.42356, -1.43619, 3.60882], [-0.47926, -3.59929, 2.05362], [0.82734, -4.77159, 2.36432], [0.65734, -4.01789, 0.76152], [3.39504, -2.15989, 2.37332], [3.06894, -3.40129, 1.15912], [3.13154, -3.84009, 2.88292], [1.73314, -2.16279, 4.57782], [1.23384, -0.57989, 5.20472], [2.93804, -0.87319, 4.77132], [1.63004, 0.94721, 1.85532], [2.66024, 1.12721, 3.28812], [0.89384, 1.29731, 3.44352], [0.91004, 2.31131, -3.07328], [0.60274, 1.02841, -1.87928], [2.19484, 1.80811, -1.94458], [2.40604, 4.10001, -1.20458], [1.00844, 4.96241, -0.54178], [1.10614, 4.64001, -2.28058], [-3.65526, 0.77791, -3.32158], [-2.35406, 0.10551, -2.97618], [-2.26606, -0.48069, -1.34428], [-1.35306, -0.00789, -3.88598], [-1.50566, 0.53761, -5.28008], [0.15034, -0.80689, -3.56828], [-4.30086, 0.76541, -2.44658], [-4.16046, 0.26831, -4.14368], [-3.48416, 1.81641, -3.61828], [-1.97306, 1.52221, -5.27018], [-2.12886, -0.12769, -5.87888], [-0.52676, 0.60831, -5.75048]], "atomic_forces_ev_per_a": [[-0.2, 0.4, -0.6], [0.2, 0.0, -0.3], [0.0, 0.5, 1.0], [0.3, -0.3, -0.5], [-0.1, 0.4, 0.7], [-0.1, -0.3, -0.3], [-0.6, 0.2, 0.4], [0.6, -1.4, -1.2], [0.1, 0.1, -0.1], [0.0, -0.2, -0.1], [-0.5, 0.2, 0.4], [-0.1, 0.0, 0.0], [0.0, 0.0, 0.0], [0.1, 0.0, 0.0], [-0.1, 0.0, 0.0], [0.2, 0.2, -0.3], [0.0, 0.0, 0.1], [-0.1, 0.0, 0.1], [0.6, -0.2, 0.0], [0.2, -0.2, 0.3], [-0.1, -0.1, 0.1], [0.0, 0.1, 0.0], [-0.1, 0.1, 0.2], [0.0, 0.1, -0.1], [-0.4, 0.7, 0.4], [0.6, -0.4, -0.3], [0.2, 0.3, 0.6], [-0.2, 0.5, -0.5], [-0.2, -0.2, 0.0], [0.3, -0.1, 0.2], [-0.4, -0.3, -0.2], [0.1, -0.1, 0.2], [0.0, 0.2, -0.1], [0.0, 0.2, 0.2], [-0.3, -0.7, 0.0], [0.0, 0.2, 0.1], [0.0, 0.0, 0.1], [0.0, 0.0, 0.0], [0.0, 0.0, 0.1], [-0.1, 0.0, 0.0], [0.0, 0.0, 0.0], [0.1, 0.0, 0.0], [0.0, 0.0, -0.1], [-0.1, 0.0, 0.0], [-0.1, 0.0, 0.0], [0.0, -0.1, 0.0], [0.0, -0.1, -0.1], [0.0, 0.0, 0.0], [0.0, -0.1, 0.2], [0.1, 0.0, 0.0], [0.0, 0.0, 0.0], [0.0, 0.0, 0.0], [0.0, 0.0, 0.0], [0.1, 0.0, -0.1], [0.0, 0.0, 0.0], [-0.1, 0.1, 0.0], [0.0, 0.0, 0.0], [0.0, -0.1, 0.0], [0.0, -0.1, 0.0], [0.3, 0.7, -0.5], [0.0, 0.0, 0.0], [-0.1, 0.0, 0.0], [0.0, 0.0, 0.1], [0.0, 0.0, 0.1], [0.1, 0.0, 0.0], [0.7, 0.1, -0.7], [-0.3, -0.4, 0.7], [-0.6, 0.2, 0.5], [-0.1, 0.0, 0.1], [0.7, -0.5, 0.4], [-0.1, 0.1, -0.1], [-0.1, 0.0, -0.1], [-0.1, 0.1, -0.1], [-0.1, 0.1, -0.1], [-0.1, 0.0, -0.2], [0.0, 0.0, -0.1]], "lowdin_spin": [4.649, 0.004, 0.013, -0.001, 0.009, -0.001, 0.010, 0.026, 0.005, 0.008, 0.039, 0.000, 0.001, 0.000, 0.000, 0.001, 0.000, 0.003, 0.026, 0.005, 0.001, 0.002, 0.000, 0.001, 0.003, 0.025, 0.011, 0.005, 0.000, 0.001, 0.006, 0.001, 0.000, 0.001, 0.011, 0.000, 0.000, 0.000, 0.000, 0.000, 0.000, 0.000, 0.000, 0.000, 0.000, 0.000, 0.000, 0.000, 0.000, 0.000, 0.000, 0.000, 0.000, 0.000, 0.000, 0.000, 0.000, 0.000, 0.001, 0.005, 0.000, 0.000, 0.000, 0.000, 0.002, 0.008, 0.048, 0.010, 0.003, 0.051, 0.001, 0.000, 0.000, 0.001, 0.000, 0.001]}



Short version: calculated total energy = -3334.6512 -11014.6262 -6068.2206 a.u., in the order given.
Short version: largest force on an atom = 0.59 0.75 1.97 eV/A, in the order given.